(1)
45
Properties=species:S:1:pos:R:3 method="wB97M-V/def2-TZVPD" de_lowest_kcal_mol=13.9 lumo_ev=-5.222 e_tot_ev=-43185.4257 total_charge=+2
S 0.09 2.34 1.04
S -2.14 -1.57 0.46
N 4.03 -0.75 -0.34
N -0.63 4.53 -0.15
N 1.21 -0.52 -0.63
N -2.70 -4.02 1.19
N -2.17 2.82 -0.26
C -1.00 3.29 0.16
C 3.12 -1.87 0.01
C -3.11 3.66 -0.99
C -2.31 4.59 -1.89
C -1.76 -3.04 1.18
C -2.47 -5.26 1.66
C -1.23 -5.60 2.14
C 3.33 0.54 -0.10
C -0.24 -4.61 2.20
C 2.09 0.59 -0.99
C -0.50 -3.35 1.74
C -1.40 5.43 -1.00
C 1.88 -1.79 -0.88
Li -0.41 0.02 0.84
H -3.62 -3.77 0.84
H 3.64 -2.82 -0.13
H 4.90 -0.80 0.19
H -3.77 3.01 -1.57
H -0.70 6.02 -1.59
H 0.39 -0.48 -1.24
H 0.25 4.86 0.23
H -3.29 -5.96 1.63
H 2.39 0.57 -2.05
H 3.99 1.38 -0.30
H -1.71 3.99 -2.59
H 1.57 1.53 -0.79
H 0.73 -4.86 2.61
H -2.97 5.23 -2.48
H -1.04 -6.61 2.48
H -2.49 1.93 0.11
H -3.72 4.25 -0.29
H 2.19 -1.89 -1.94
H 2.84 -1.76 1.06
H 1.21 -2.61 -0.64
H -1.99 6.11 -0.38
H 4.26 -0.80 -1.34
H 0.22 -2.55 1.81
H 3.03 0.59 0.95

(2)
53
Properties=species:S:1:pos:R:3 method="wB97M-V/def2-TZVPD" lumo_ev=-1.177 smiles="NC[C@H]1OC(=O)O[C@H]1ON=O.COC(=O)OC.COC(=O)OC.COC(=O)OC" e_tot_ev=-45511.3669 total_charge=0
O -5.00 2.86 1.90
O 2.19 4.46 3.82
O 1.16 -2.36 0.92
O 3.39 -6.57 -5.15
O -3.93 4.12 0.17
O 1.12 5.51 2.27
O -4.26 1.62 3.50
O 1.83 3.41 1.84
O -0.93 -1.50 0.89
O 2.94 -5.01 -3.58
O 4.74 -6.37 -3.48
O 0.63 -0.91 2.43
O -1.89 4.60 -0.61
O -2.72 2.55 -0.79
N -4.43 2.73 3.24
N -4.29 0.47 -1.93
C 3.62 -5.89 -4.02
C 0.57 5.56 0.95
C -0.33 -0.04 3.02
C 2.87 3.29 4.27
C 1.72 4.37 2.57
C -3.96 2.98 1.01
C -2.72 3.86 -0.45
C -3.71 1.87 0.00
C 2.21 -6.16 -5.84
C 5.12 -5.74 -2.26
C 0.82 -3.14 -0.23
C 0.17 -1.59 1.37
C -4.82 1.47 -0.97
H 6.04 -6.22 -1.93
H 2.13 -6.78 -6.73
H -5.67 1.02 -0.48
H 0.15 0.46 3.85
H 0.00 -3.83 0.00
H 1.32 -6.31 -5.23
H 4.36 -5.87 -1.50
H -3.38 1.01 0.57
H -1.19 -0.60 3.39
H -0.18 4.79 0.82
H 3.75 3.09 3.65
H 1.35 5.46 0.20
H 2.28 -5.12 -6.15
H 1.70 -3.72 -0.49
H -5.09 2.35 -1.54
H 0.10 6.53 0.83
H -3.71 0.96 -2.60
H 2.21 2.43 4.28
H 3.20 3.49 5.29
H -0.66 0.71 2.30
H 5.31 -4.68 -2.42
H -3.01 3.03 1.56
H 0.55 -2.50 -1.07
H -3.66 -0.14 -1.43

(3)
44
Properties=species:S:1:pos:R:3 method="wB97M-V/def2-TZVPD" de_lowest_kcal_mol=0.0 lumo_ev=-19.790 e_tot_ev=-36065.3512 total_charge=+5
Pb 5.38 -5.42 9.41
Pb 4.37 -7.41 12.58
Pb 5.65 -9.70 9.51
O 6.54 -7.53 10.83
N 5.33 -4.79 12.60
N 5.69 -10.12 12.54
N 5.82 -7.14 14.62
C 7.13 -6.51 17.89
C 6.85 -7.26 15.11
C 5.90 -12.43 13.72
C 5.11 -2.41 13.74
C 8.03 -7.61 17.17
C 7.69 -7.38 11.57
C 7.67 -2.05 13.38
C 8.15 -7.43 15.70
C 6.73 -11.23 15.91
C 5.23 -3.78 13.12
C 5.76 -11.17 13.07
C 6.24 -1.56 13.08
C 6.90 -12.40 14.99
H 7.94 -12.52 14.69
H 6.19 -0.53 13.41
H 5.75 -11.08 16.37
H 9.03 -7.71 17.58
H 7.44 -11.25 16.74
H 5.97 -1.46 12.03
H 4.87 -12.57 14.04
H 7.85 -8.22 12.25
H 7.42 -5.46 17.87
H 8.79 -8.16 15.21
H 6.11 -6.77 17.59
H 8.61 -7.31 10.99
H 8.64 -6.46 15.62
H 7.81 -3.03 12.92
H 8.49 -1.37 13.16
H 6.93 -6.72 18.94
H 7.75 -8.64 17.43
H 7.61 -6.65 12.38
H 4.13 -2.05 13.42
H 7.07 -10.30 15.46
H 5.13 -2.61 14.81
H 6.60 -13.27 15.58
H 7.59 -2.13 14.46
H 6.13 -13.20 12.98

| no. | gap between HOMO and LUMO (Ha) | HOMO energy (eV) |
| --- | --- | --- |
| 1 | 0.3089 | -13.63 |
| 2 | 0.3137 | -9.71 |
| 3 | 0.1175 | -22.99 |